{
  "formula": "C28H39ClN5O4SZr",
  "method": "ωB97M-V with the def2-TZVPD basis set",
  "total_charge": 1,
  "gap_ev": 7.84,
  "e_above_lowest_kcal_mol": 52.3,
  "symbols": ["C", "C", "C", "H", "C", "C", "H", "C", "H", "C", "H", "C", "Zr", "C", "C", "H", "H", "H", "C", "O", "C", "H", "O", "H", "H", "H", "H", "H", "C", "C", "H", "C", "H", "H", "H", "C", "H", "H", "H", "C", "H", "H", "C", "O", "H", "Cl", "C", "H", "H", "N", "C", "N", "C", "H", "S", "H", "H", "H", "H", "C", "H", "N", "H", "N", "H", "C", "H", "H", "C", "C", "C", "H", "H", "N", "H", "H", "C", "C", "O"],
  "coordinates": [[0.29, -4.27, -2.31], [-1.04, 1.63, -3.52], [-1.82, 3.89, -3.54], [0.99, -5.03, -2.66], [0.65, -2.43, 4.77], [-4.97, -3.34, -3.81], [3.68, 4.04, 2.19], [-1.20, 2.78, -5.65], [3.82, -1.52, 5.99], [0.41, -1.64, 3.49], [1.61, 2.83, 1.41], [-3.48, -2.56, -2.10], [-0.55, -0.52, -1.10], [-3.12, -1.89, -4.40], [1.71, -0.80, -2.94], [-0.60, -1.84, 3.11], [2.86, -1.30, 0.21], [-2.25, 4.77, -1.68], [2.84, -1.30, 5.57], [-0.57, 0.71, -4.18], [2.33, -0.52, -1.72], [0.05, 3.44, 1.90], [-1.67, -1.15, -2.71], [0.35, 0.12, 4.64], [-4.53, -2.67, -5.80], [1.24, 4.44, 3.98], [0.08, -1.98, 5.59], [1.11, -1.95, 2.72], [2.33, -1.49, -0.71], [2.12, -2.59, 5.18], [2.98, -0.64, 4.71], [1.03, 3.14, 2.27], [-0.50, -4.17, -3.05], [2.16, -3.28, 6.02], [2.84, 0.42, -1.57], [-2.72, -1.84, -3.05], [3.61, 5.07, 3.60], [-0.15, -4.64, -1.38], [1.72, -0.08, -3.74], [1.64, -2.68, -0.89], [-2.23, 3.54, 0.14], [-1.55, 3.74, -6.04], [3.23, 4.14, 3.18], [-1.55, 0.35, 0.14], [-1.76, 1.97, -6.10], [-6.35, -4.25, -4.33], [1.08, -2.03, -3.12], [2.66, -3.08, 4.36], [3.47, 2.00, 3.59], [-1.16, 1.57, -2.14], [-4.61, -3.31, -2.49], [0.88, 1.98, 3.15], [-1.93, 3.88, -2.21], [-2.04, 4.76, -4.15], [1.00, 0.26, 1.14], [-0.15, 2.65, -5.91], [-3.65, -3.12, -0.01], [-1.56, 1.47, 0.36], [0.60, -2.24, -4.07], [0.78, 0.71, 2.76], [3.17, 2.99, 5.02], [0.59, -0.21, 3.72], [-2.54, -1.34, -5.12], [-1.65, 2.76, -0.15], [1.61, -3.41, -0.09], [-3.07, -2.54, -0.74], [2.27, -0.75, 6.33], [0.22, -3.42, 4.62], [1.72, 4.28, 3.00], [-4.22, -2.63, -4.76], [1.01, -2.97, -2.10], [4.75, 3.02, 4.25], [-5.18, -3.85, -1.75], [-1.38, 2.79, -4.20], [1.52, 5.19, 2.43], [0.70, 2.19, 4.12], [-1.59, 2.70, -1.46], [3.68, 2.97, 4.05], [-2.09, -1.91, -0.30]]
}

---

{
  "formula": "C7H18BrI2NOSi2",
  "method": "ωB97M-V with the def2-TZVPD basis set",
  "gap_ev": 8.85,
  "symbols": ["H", "H", "H", "H", "H", "H", "Br", "H", "Si", "C", "H", "H", "H", "H", "N", "C", "O", "H", "C", "H", "C", "H", "H", "C", "Si", "C", "C", "I", "I", "H", "H", "H"],
  "coordinates": [[0.39, -3.75, -0.14], [-2.56, -2.49, 3.47], [0.02, -2.52, -1.34], [-0.45, 3.47, -0.25], [0.05, 0.09, -2.21], [0.08, -1.16, 1.01], [2.96, -2.02, -1.75], [-1.91, -1.76, -0.01], [2.12, -0.96, 0.01], [-2.08, -2.11, 2.56], [-0.86, -3.76, 1.93], [-0.68, 1.20, -0.21], [-2.03, -3.42, -0.56], [-2.56, -3.96, 1.58], [0.72, -1.78, 0.54], [-1.75, -3.24, 1.58], [1.80, 0.59, -0.41], [1.16, 4.94, 0.75], [0.75, 2.80, -1.92], [-2.78, -1.40, 2.11], [-1.50, -2.77, 0.14], [1.80, 2.96, -2.15], [3.17, -0.91, 1.03], [0.28, 3.90, -0.94], [0.43, 1.09, -1.20], [-0.04, -2.75, -0.27], [1.48, 4.38, -0.13], [-0.71, 5.58, -1.79], [-0.29, 2.79, -3.79], [2.06, 3.52, 0.21], [-1.19, -1.56, 2.86], [2.12, 5.03, -0.73]]
}

---

{
  "formula": "C5H6O",
  "method": "ωB97M-V with the def2-TZVPD basis set",
  "gap_ev": 9.57,
  "smiles": "Cc1ccco1",
  "e_above_lowest_kcal_mol": 8.0,
  "symbols": ["H", "C", "O", "H", "H", "C", "H", "C", "H", "C", "C", "H"],
  "coordinates": [[-1.44, 0.74, -2.30], [0.40, 0.06, 0.19], [0.03, 0.83, -0.87], [-2.09, -1.64, -1.08], [-0.25, -1.89, 0.93], [-1.00, 0.20, -1.48], [1.33, 1.80, 0.91], [-1.27, -0.98, -0.86], [0.65, 0.75, 2.15], [-0.33, -1.09, 0.21], [1.21, 0.76, 1.21], [2.20, 0.35, 1.41]]
}

---

{
  "formula": "C5H11N2O",
  "method": "ωB97M-V with the def2-TZVPD basis set",
  "total_charge": -1,
  "gap_ev": 6.60,
  "e_above_lowest_kcal_mol": 18.8,
  "symbols": ["H", "H", "N", "H", "C", "C", "H", "H", "C", "C", "H", "C", "H", "H", "H", "O", "N", "H", "H"],
  "coordinates": [[0.82, 0.56, -2.68], [-2.75, -0.31, 0.66], [0.44, 0.43, -1.73], [-0.84, 1.36, 0.24], [2.73, 0.44, -0.65], [-1.79, -0.70, 0.25], [3.49, 0.80, -1.35], [-0.96, -0.21, -1.44], [1.35, 0.35, -0.78], [0.81, -0.25, 0.57], [3.22, 0.26, 0.32], [-0.61, 0.25, 0.83], [-1.81, -1.71, 0.74], [-0.13, -0.26, 2.80], [1.51, 0.06, 1.43], [-1.81, -0.72, -1.11], [-0.72, 0.35, 2.30], [-1.55, 0.70, 2.72], [0.74, -1.30, 0.31]]
}

---

{
  "formula": "C4H8O2",
  "method": "ωB97M-V with the def2-TZVPD basis set",
  "gap_ev": 10.90,
  "smiles": "C[C@@H](O)[C@@H]1CO1",
  "e_above_lowest_kcal_mol": 60.0,
  "symbols": ["O", "H", "H", "H", "C", "C", "C", "H", "H", "O", "C", "H", "H", "H"],
  "coordinates": [[1.93, 0.45, -0.55], [-1.85, -0.58, 1.71], [-1.29, -1.44, 0.28], [-0.80, 1.53, 0.87], [-1.55, -0.45, 0.67], [0.41, 0.65, -0.72], [1.13, -0.52, -1.18], [1.54, 0.26, 0.90], [1.36, -0.62, -2.23], [0.69, 0.18, 1.48], [-0.36, 0.55, 0.61], [0.98, -1.44, -0.62], [-2.44, -0.10, 0.12], [0.28, 1.52, -1.34]]
}

---

{
  "formula": "C16H29AlF5N6OS2SiTe",
  "method": "ωB97M-V with the def2-TZVPD basis set",
  "total_charge": 1,
  "gap_ev": 8.54,
  "e_above_lowest_kcal_mol": 0.0,
  "symbols": ["H", "C", "H", "H", "C", "H", "C", "C", "C", "S", "F", "N", "H", "H", "C", "H", "H", "C", "H", "C", "H", "C", "N", "C", "C", "F", "C", "Te", "H", "F", "H", "S", "C", "H", "Si", "C", "H", "C", "N", "N", "H", "H", "Al", "H", "C", "H", "H", "H", "H", "H", "H", "F", "H", "O", "H", "F", "H", "H", "N", "N", "H", "H"],
  "coordinates": [[1.01, 1.11, 4.75], [0.33, -2.98, -0.06], [1.63, 4.44, 2.09], [-1.57, 2.83, 4.35], [0.56, -4.24, 0.48], [5.24, 1.74, -2.43], [3.37, 0.56, -0.74], [0.52, -5.39, -0.29], [-2.90, -0.87, -0.23], [0.91, -4.10, 2.19], [0.66, 2.90, -2.35], [3.70, 1.81, -1.01], [-0.14, -1.89, -1.86], [-3.77, -2.87, -1.44], [4.30, 2.25, -2.26], [0.55, 3.95, 0.78], [3.93, -0.19, -2.56], [0.24, -5.26, -1.64], [0.78, -0.60, 3.09], [0.05, -2.85, -1.42], [-0.52, 4.25, 4.28], [-0.98, 3.46, 3.68], [3.61, -0.39, -1.63], [0.01, -4.00, -2.19], [-5.17, -0.21, 0.20], [-1.29, 2.27, -3.89], [1.52, 1.74, 4.01], [-0.39, 1.38, -2.56], [0.70, -6.36, 0.15], [-1.44, -0.08, -2.99], [3.42, 2.50, -0.33], [2.76, 0.15, 0.84], [0.74, -2.38, 2.07], [-5.20, -2.98, -0.39], [0.30, 2.45, 2.76], [-4.63, -2.33, -1.05], [-0.20, -3.92, -3.25], [-0.53, 1.06, 1.83], [0.92, -1.60, 3.14], [-1.77, -0.63, -0.17], [-1.04, 0.40, 2.55], [-5.83, -0.72, 0.90], [0.35, -0.01, 0.46], [0.20, -6.14, -2.26], [1.21, 3.58, 1.57], [-5.26, -2.02, -1.89], [2.31, 1.15, 3.53], [2.04, 3.04, 1.10], [-5.76, 0.19, -0.62], [3.38, -1.34, -1.39], [4.50, 3.32, -2.18], [0.82, 0.79, -3.83], [1.25, -1.99, 4.00], [0.51, 0.50, -1.24], [-1.35, 1.51, 1.26], [-1.62, 2.11, -1.38], [-1.68, 3.93, 2.98], [2.01, 2.54, 4.56], [-4.17, -1.15, -0.31], [0.42, -1.93, 0.87], [3.62, 2.09, -3.10], [-4.67, 0.61, 0.71]]
}

---

The following total energy values (in hartree) correspond, in order, to the records above: -2570.4923; -4156.0548; -269.3335; -381.8153; -307.6167; -3126.5688.